The following is a quantum chemistry calculation of 12 unconnected molecules or ions with the total composition H24O12 in a non-equilibrium geometry, from the OMol25 dataset.

Summary:
- HOMO level (eV) = -8.746
- net charge = 0
- energy relative to the best compared isomer or geometry (same formula, charge and spin) (kcal per mole) = 179.9
- LUMO energy (eV) = -0.13
- multiplicity = 1
- gap between HOMO and LUMO (eV) = 8.62

Last column: Löwdin charge in e.
Positions of all 36 atoms, in Å:
O: -0.429 0.119 -0.572  -0.09
H: -0.516 -0.527 0.138  0.06
H: 0.446 0.499 -0.439  0.06
O: 0.474 -3.711 -0.326  -0.09
H: -0.063 -4.009 0.416  0.05
H: 0.346 -4.392 -0.997  0.05
O: 0.444 -2.156 -1.452  -0.11
H: 0.143 -2.844 -2.056  0.05
H: -0.366 -1.702 -1.192  0.01
O: 4.244 -1.020 -0.881  -0.08
H: 4.997 -1.621 -0.858  0.07
H: 3.504 -1.580 -1.141  0.07
O: -4.256 -1.092 2.104  -0.06
H: -5.144 -1.444 1.973  0.04
H: -3.708 -1.876 2.221  0.03
O: 4.063 0.114 0.786  -0.12
H: 4.692 0.222 0.063  0.02
H: 4.107 0.952 1.260  0.02
O: -3.882 2.552 0.752  -0.05
H: -3.030 2.686 1.182  0.04
H: -3.735 2.844 -0.155  0.02
O: 1.861 -0.103 4.054  -0.06
H: 2.023 0.332 4.898  0.03
H: 2.051 0.578 3.399  0.02
O: 3.118 2.635 -0.528  -0.05
H: 2.249 2.519 -0.127  0.01
H: 2.926 2.969 -1.411  0.04
O: -1.679 0.952 -1.885  -0.08
H: -2.372 1.177 -1.254  0.03
H: -1.734 1.647 -2.550  0.05
O: -0.044 3.636 -0.793  -0.05
H: -1.007 3.602 -0.795  0.02
H: 0.223 2.732 -0.997  0.00
O: -3.664 -1.387 -1.002  -0.05
H: -3.248 -2.063 -1.548  0.04
H: -3.033 -1.240 -0.288  0.01



The following is a quantum chemistry calculation of 9 unconnected molecules or ions with the total composition C36H99N9O9 in a non-equilibrium geometry, from the OMol25 dataset.

Summary:
- HOMO level (eV) = -8.411
- net charge = 0
- energy relative to the best compared isomer or geometry (same formula, charge and spin) (kcal per mole) = 103.9
- LUMO energy (eV) = 0.51
- multiplicity = 1
- gap between HOMO and LUMO (eV) = 8.92

Last column: Löwdin charge in e.
Positions of all 153 atoms, in Å:
C: -5.846 4.848 -3.592  -0.16
O: -4.588 4.677 -3.061  -0.19
C: -4.412 5.429 -1.836  -0.16
C: -2.871 5.668 -1.663  -0.39
C: -2.288 5.649 -0.231  -0.05
N: -2.534 6.973 -2.283  0.02
H: -6.629 4.972 -2.844  0.08
H: -6.122 4.095 -4.330  0.09
H: -5.883 5.834 -4.056  0.08
H: -4.963 6.370 -1.825  0.12
H: -4.793 4.862 -0.987  0.09
H: -2.335 4.935 -2.266  0.13
H: -1.211 5.687 -0.395  0.08
H: -2.566 4.767 0.347  0.05
H: -2.570 6.549 0.314  0.07
H: -2.913 7.096 -3.211  0.06
H: -3.071 7.669 -1.785  0.06
C: -2.763 2.912 7.277  -0.06
O: -3.924 2.734 6.345  -0.21
C: -3.787 1.722 5.347  -0.17
C: -2.574 1.947 4.319  -0.40
C: -2.474 3.287 3.663  -0.05
N: -2.779 0.952 3.259  0.01
H: -2.449 2.021 7.820  0.08
H: -3.199 3.414 8.140  0.08
H: -1.923 3.471 6.863  0.08
H: -3.646 0.817 5.938  0.11
H: -4.731 1.616 4.813  0.12
H: -1.645 1.654 4.808  0.12
H: -2.558 4.030 4.457  0.08
H: -3.280 3.387 2.936  0.09
H: -1.490 3.499 3.245  0.06
H: -3.157 0.082 3.605  0.08
H: -3.416 1.228 2.525  0.01
C: 3.798 -5.282 0.169  -0.08
O: 5.110 -5.876 0.185  -0.21
C: 6.100 -4.966 0.623  -0.24
C: 7.426 -5.577 0.924  -0.46
C: 7.354 -6.433 2.150  -0.07
N: 8.442 -4.540 1.152  0.03
H: 3.943 -4.322 -0.326  0.08
H: 3.483 -5.239 1.212  0.09
H: 3.082 -5.946 -0.316  0.09
H: 6.123 -4.315 -0.251  0.13
H: 5.804 -4.484 1.555  0.13
H: 7.699 -6.149 0.037  0.14
H: 8.322 -6.914 2.289  0.08
H: 6.591 -7.207 2.068  0.08
H: 7.164 -5.900 3.081  0.08
H: 9.368 -4.926 1.274  0.07
H: 8.559 -3.890 0.388  0.07
C: -8.159 4.402 0.906  -0.10
O: -6.847 4.001 0.546  -0.21
C: -6.604 2.629 0.868  -0.19
C: -5.235 2.113 0.316  -0.34
C: -5.234 1.600 -1.215  -0.04
N: -4.762 0.950 1.091  0.02
H: -8.367 5.467 0.796  0.09
H: -8.369 4.119 1.937  0.08
H: -8.774 3.765 0.271  0.09
H: -6.650 2.594 1.956  0.12
H: -7.359 1.915 0.538  0.12
H: -4.549 2.960 0.327  0.10
H: -5.527 2.312 -1.986  0.05
H: -6.009 0.846 -1.345  0.06
H: -4.289 1.231 -1.614  0.07
H: -3.984 0.410 0.739  0.03
H: -5.475 0.235 1.102  0.08
C: 1.129 1.056 -3.904  -0.06
O: 2.177 1.885 -4.503  -0.20
C: 3.010 1.250 -5.481  -0.19
C: 3.915 0.116 -4.956  -0.44
C: 5.212 0.661 -4.288  -0.06
N: 4.374 -0.699 -6.032  0.01
H: 1.535 0.177 -3.404  0.06
H: 0.341 0.831 -4.624  0.09
H: 0.808 1.750 -3.127  0.08
H: 2.349 1.002 -6.311  0.12
H: 3.623 2.009 -5.967  0.12
H: 3.412 -0.523 -4.230  0.12
H: 5.742 -0.109 -3.727  0.07
H: 4.860 1.493 -3.678  0.07
H: 5.904 1.060 -5.029  0.07
H: 4.726 -0.128 -6.787  0.07
H: 5.093 -1.364 -5.784  0.07
C: 1.467 -2.196 -0.499  -0.12
O: 0.341 -1.369 -0.514  -0.21
C: 0.474 -0.048 -0.017  -0.19
C: -0.899 0.673 -0.049  -0.36
C: -0.781 2.078 0.755  -0.02
N: -1.989 -0.091 0.514  0.05
H: 1.073 -3.181 -0.750  0.08
H: 1.977 -2.201 0.464  0.09
H: 2.154 -1.977 -1.316  0.08
H: 0.742 0.028 1.037  0.10
H: 1.164 0.479 -0.675  0.11
H: -1.087 0.937 -1.090  0.11
H: -0.839 1.885 1.826  0.03
H: -1.538 2.792 0.432  0.05
H: 0.194 2.513 0.537  0.07
H: -2.140 0.229 1.460  0.01
H: -1.733 -1.063 0.608  0.03
C: 1.766 2.935 3.489  -0.13
O: 2.712 3.023 2.477  -0.19
C: 3.356 1.759 2.307  -0.18
C: 4.394 2.109 1.286  -0.45
C: 3.833 2.451 -0.097  -0.06
N: 5.462 1.132 1.051  0.04
H: 2.190 2.695 4.465  0.09
H: 0.976 2.230 3.229  0.07
H: 1.388 3.945 3.648  0.09
H: 3.906 1.603 3.235  0.13
H: 2.685 0.941 2.045  0.12
H: 4.854 3.064 1.539  0.14
H: 2.988 3.136 -0.037  0.07
H: 3.510 1.566 -0.646  0.07
H: 4.614 2.964 -0.658  0.08
H: 6.205 1.610 0.560  0.07
H: 5.895 1.035 1.959  0.06
C: 0.969 -1.136 5.055  -0.07
O: 0.357 -2.336 4.479  -0.18
C: -0.257 -1.999 3.263  -0.22
C: -1.131 -3.181 2.864  -0.46
C: -0.346 -4.438 2.779  -0.06
N: -1.836 -2.933 1.633  0.05
H: 1.596 -1.502 5.869  0.09
H: 0.270 -0.446 5.528  0.08
H: 1.578 -0.570 4.350  0.07
H: -0.847 -1.093 3.395  0.11
H: 0.458 -1.809 2.463  0.11
H: -1.922 -3.335 3.598  0.14
H: -0.913 -5.349 2.589  0.09
H: 0.296 -4.550 3.654  0.08
H: 0.323 -4.305 1.929  0.07
H: -1.151 -2.882 0.893  0.06
H: -2.350 -3.793 1.509  0.08
C: -0.005 -3.118 -3.609  -0.10
O: 0.089 -4.439 -3.142  -0.21
C: 0.740 -5.333 -4.006  -0.22
C: 0.170 -5.564 -5.437  -0.40
C: -1.365 -5.763 -5.466  -0.06
N: 0.873 -6.777 -5.931  0.02
H: -0.567 -2.477 -2.930  0.09
H: -0.368 -3.090 -4.636  0.08
H: 1.037 -2.808 -3.524  0.08
H: 1.788 -5.037 -4.052  0.12
H: 0.754 -6.249 -3.416  0.12
H: 0.306 -4.722 -6.116  0.13
H: -1.861 -6.010 -6.405  0.08
H: -1.881 -4.834 -5.222  0.06
H: -1.648 -6.442 -4.662  0.08
H: 1.864 -6.671 -5.766  0.06
H: 0.671 -7.598 -5.379  0.06